[1]
Here is an isolated ion of composition CF3N2O2S and charge +1 in a non-equilibrium geometry from OMol25. Energies are from ωB97M-V/def2-TZVPD.

Each line ends with the Mulliken charge.
Atoms and positions in Å:
N: 1.975 -0.692 1.885  -0.013
N: 1.149 -0.494 1.202  0.299
S: -0.667 0.184 0.678  1.049
O: -1.454 -0.862 1.085  -0.323
O: -0.649 1.645 1.079  -0.356
C: -0.170 0.111 -1.182  0.764
F: 1.038 0.534 -1.265  -0.137
F: -0.149 -1.206 -1.572  -0.163
F: -1.073 0.780 -1.911  -0.122

LUMO = -7.716 eV
Spin multiplicity = 1
HOMO-LUMO gap = 0.4051 hartree
SMILES = N#[N+]S(=O)(=O)C(F)(F)F
Total charge = +1
Largest force on an atom = 8.6 eV/Å
Molecular weight = 161.08 g mol⁻¹
Total energy = -27088.333 eV

[2]
Here is one molecule with the formula C2H3NO2S2 in a non-equilibrium geometry from OMol25. Energies are from ωB97M-V/def2-TZVPD.

Each line ends with the Mulliken charge.
Atoms and positions in Å:
C: 0.164 0.199 -0.042  0.660
C: 1.595 0.446 -0.481  -0.952
N: -0.131 -0.447 1.031  -0.475
O: -2.050 -2.206 0.639  -0.504
O: -2.329 0.219 0.235  -0.393
S: -1.068 0.917 -1.034  0.109
S: -1.763 -0.889 1.251  0.631
H: 2.078 -0.177 -1.199  0.312
H: 1.989 0.552 0.556  0.270
H: 1.514 1.388 -0.955  0.342

LUMO = -1.582 eV
Spin multiplicity = 1
HOMO-LUMO gap = 0.3089 hartree
Largest force on an atom = 3.9 eV/Å
Molecular weight = 137.19 g mol⁻¹
Total energy = -29375.690 eV

[3]
Here is C5H8O as an isolated structure in a non-equilibrium geometry from OMol25. Energies are from ωB97M-V/def2-TZVPD.

Each line ends with the Mulliken charge.
Atoms and positions in Å:
C: -0.702 -0.671 -0.163  -0.538
C: -1.369 0.580 0.206  -0.611
C: -0.170 1.511 0.351  -0.477
C: 1.059 0.977 0.205  -0.401
C: 1.188 -0.469 0.199  -0.085
O: 0.187 -1.136 0.810  -0.239
H: -0.193 -2.315 -0.942  0.176
H: -0.352 -0.647 -1.191  0.519
H: -2.062 0.885 -0.584  0.286
H: -1.926 0.498 1.151  0.289
H: -0.319 2.515 0.713  0.371
H: 1.962 1.578 0.215  0.391
H: 2.148 -0.995 0.149  0.422
H: 0.549 -2.312 -1.118  -0.103

LUMO (spin up / spin down) = 0.111 / 0.170 eV
Spin multiplicity = 1
HOMO-LUMO gap (spin up / spin down) = 0.2906 / 0.2891 hartree
Largest force on an atom = 1.3 eV/Å
Molecular weight = 84.12 g mol⁻¹
Total energy = -7356.343 eV

[4]
Here is C23H28BrIrN3O2 as an isolated structure in a non-equilibrium geometry from OMol25. Energies are from ωB97M-V/def2-TZVPD.

Each line ends with the Mulliken charge.
Atoms and positions in Å:
Ir: -1.675 -0.565 0.470  1.030
C: 1.162 0.882 5.190  -1.344
C: 0.381 -0.196 4.496  0.497
C: 0.112 -1.422 5.091  -0.381
C: -0.612 -2.380 4.404  -0.640
C: -1.046 -2.078 3.128  0.289
Br: -2.064 -3.350 2.176  -0.129
N: -0.803 -0.916 2.527  -0.414
C: -0.104 -0.002 3.212  -0.239
H: 1.397 0.597 6.214  0.380
H: 0.599 1.815 5.221  0.346
H: 2.102 1.079 4.673  0.309
H: 0.464 -1.628 6.094  0.392
H: -0.843 -3.339 4.843  0.415
H: 0.070 0.934 2.696  0.573
O: 2.954 4.176 -1.486  -0.492
C: 1.801 4.601 -0.797  -0.641
C: 1.010 3.398 -0.371  0.150
C: -0.172 3.549 0.347  -0.736
C: -0.883 2.428 0.714  -0.973
N: -0.487 1.188 0.397  -0.260
C: 0.661 1.023 -0.286  0.618
C: 1.426 2.114 -0.678  -0.559
C: 1.053 -0.374 -0.591  1.132
C: 2.281 -0.693 -1.147  -0.888
C: 2.614 -2.018 -1.398  0.404
C: 3.950 -2.350 -2.020  -0.772
O: 5.013 -1.653 -1.403  -0.497
C: 1.695 -2.997 -1.054  -0.827
C: 0.487 -2.616 -0.497  -0.555
N: 0.165 -1.342 -0.288  -0.260
H: 3.468 4.943 -1.751  0.319
H: 1.163 5.228 -1.430  0.348
H: 2.057 5.184 0.095  0.359
H: -0.547 4.527 0.619  0.481
H: -1.806 2.501 1.272  0.521
H: 2.339 1.984 -1.237  0.676
H: 3.008 0.074 -1.372  0.572
H: 3.945 -2.021 -3.061  0.286
H: 4.108 -3.431 -2.019  0.377
H: 5.190 -2.042 -0.540  0.317
H: 1.903 -4.046 -1.214  0.413
H: -0.261 -3.345 -0.218  0.437
C: -2.324 -1.656 -3.049  -1.459
C: -3.068 -0.500 -2.368  2.556
C: -4.562 -0.578 -2.691  -1.955
C: -2.489 0.836 -2.853  -1.487
C: -2.841 -0.601 -0.896  -1.150
H: -2.449 -1.590 -4.132  0.448
H: -2.711 -2.621 -2.719  0.356
H: -1.255 -1.620 -2.828  0.246
H: -4.721 -0.527 -3.769  0.433
H: -5.107 0.247 -2.229  0.422
H: -4.990 -1.514 -2.329  0.425
H: -2.665 0.962 -3.923  0.467
H: -1.410 0.877 -2.680  0.240
H: -2.950 1.675 -2.330  0.335
H: -3.729 -0.809 -0.219  0.088

LUMO = -3.240 eV
Spin multiplicity = 1
HOMO-LUMO gap = 0.2366 hartree
Total charge = +1
Largest force on an atom = 1.0 eV/Å
Molecular weight = 650.62 g mol⁻¹
Total energy = -105745.228 eV